(1)
This record from OMol25 describes an isolated molecule of C5H8O2. The level of theory is the ωB97M-V functional and the def2-TZVPD basis.

CARTESIAN COORDINATES (ANGSTROEM)
O1 1.7379 0.2264 -0.8183
O2 0.1162 1.1675 1.5144
C1 -1.3324 0.6296 -0.8856
C2 1.2898 -1.0022 1.1162
C3 0.0423 -0.1947 1.1701
C4 0.8672 -0.6220 -1.0060
C5 -0.4628 -0.4713 -0.2878
H1 1.0401 -1.4532 -1.7100
H2 -1.5957 0.3909 -1.9225
H3 -0.8141 1.5917 -0.8736
H4 2.1704 -0.4361 1.4656
H5 -0.6385 -0.6673 1.8910
H6 -2.2577 0.7423 -0.3128
H7 -0.9819 -1.4340 -0.2970
H8 0.8193 1.5324 0.9561

Properties
Relative energy (zero: lowest compared OMol25 entry of this formula, charge and spin): 4.700 eV
HOMO-LUMO gap: 8.9 eV

***

(2)
This record from OMol25 describes a structure of composition C6H11O5PYb. The level of theory is the ωB97M-V functional and the def2-TZVPD basis.

CARTESIAN COORDINATES (ANGSTROEM)
Yb1 0.9827 -0.1132 2.9179
P1 -2.4592 0.9568 0.4266
O1 -0.1953 1.6640 2.1017
O2 1.2692 1.8625 0.4985
O3 2.7765 0.3712 -0.2248
O4 -0.9151 1.7751 -0.0038
O5 3.5282 -1.4160 -1.3697
C1 2.7336 -0.9667 -0.6338
C2 -2.8607 0.4946 -1.2842
C3 1.6406 -1.7725 0.0478
C4 -1.7650 -0.7087 0.9348
C5 0.0096 1.7708 0.8736
C6 1.7852 1.2447 -0.6998
H1 -2.6204 -1.2039 1.4120
H2 2.0588 -2.6995 0.4439
H3 2.2338 2.0211 -1.3187
H4 1.1974 -1.1674 0.8614
H5 0.9819 0.7328 -1.2381
H6 -3.2600 -0.5246 -1.2926
H7 -1.9692 0.5214 -1.9160
H8 -1.4260 -1.3383 0.1085
H9 0.8470 -2.0094 -0.6664
H10 -3.6068 1.1848 -1.6814
H11 -0.9668 -0.6797 1.7024

Properties
Total charge: +2
Relative energy (zero: lowest compared OMol25 entry of this formula, charge and spin): 0.000 eV
HOMO-LUMO gap: 7.4 eV

***

(3)
This record from OMol25 describes a cluster of 2 separate species, C6H5ClN3O3 in total. The level of theory is the ωB97M-V functional and the def2-TZVPD basis.

CARTESIAN COORDINATES (ANGSTROEM)
Cl1 2.0219 2.5615 2.1925
O1 -1.9021 0.8130 3.1930
O2 -0.2667 2.2073 3.5883
O3 -0.7976 -3.8642 -2.7251
N1 0.0419 -1.8902 -3.3722
N2 -0.8469 -2.6457 -3.0305
N3 -0.8396 1.3974 2.8736
C1 1.3485 1.2218 -0.0584
C2 -0.5572 -0.2710 -0.4469
C3 -1.0086 0.0750 0.8246
C4 0.6789 0.2479 -0.7870
C5 0.9546 1.5682 1.1835
C6 -0.2646 0.9973 1.6478
H1 1.0154 -2.3822 -3.2114
H2 2.3245 1.5862 -0.3295
H3 -1.7814 -0.4750 1.3088
H4 -1.0917 -0.8726 -1.1078
H5 0.9707 -0.2745 -1.7432

Properties
Total charge: -1
Relative energy (zero: lowest compared OMol25 entry of this formula, charge and spin): 5.135 eV
HOMO-LUMO gap: 4.5 eV

***

(4)
This record from OMol25 describes a structure of composition CH5NP2. The level of theory is the ωB97M-V functional and the def2-TZVPD basis.

CARTESIAN COORDINATES (ANGSTROEM)
P1 0.1223 -1.3625 -0.4157
P2 -2.5725 -0.3272 -0.3829
N1 -1.4710 -0.5360 0.6894
C1 1.2292 0.1096 -0.2331
H1 0.5902 0.8719 -0.7376
H2 2.1270 0.0134 -0.8329
H3 -3.5468 0.2747 0.6800
H4 0.5223 -2.1779 0.7590
H5 1.5739 0.1411 0.8842

Properties
Relative energy (zero: lowest compared OMol25 entry of this formula, charge and spin): 1.437 eV
HOMO-LUMO gap: 8.7 eV

***

(5)
This record from OMol25 describes a structure of composition C11H11F4FeN2O. The level of theory is the ωB97M-V functional and the def2-TZVPD basis.

CARTESIAN COORDINATES (ANGSTROEM)
Fe1 0.5206 -0.0369 1.3229
F1 -0.9297 1.0709 -3.0383
F2 -1.1997 3.6700 -3.5157
F3 0.3448 2.0229 1.4025
F4 0.0868 4.7000 0.8914
O1 3.5000 -0.3534 1.6493
N1 -0.0673 0.1960 -0.3510
N2 0.1329 -1.9609 1.0324
C1 2.3909 -0.1760 1.6390
C2 -1.2914 -2.1755 1.3888
C3 -0.8106 3.2983 -2.3017
C4 0.3307 -2.1384 -0.4343
C5 -0.0293 2.4898 0.1463
C6 0.9520 -2.9437 1.7715
C7 -0.6671 1.9393 -2.0564
C8 -0.2942 -0.9737 -1.1915
C9 -0.1624 3.8354 -0.0856
C10 -0.2606 1.4963 -0.8008
C11 -0.5616 4.2590 -1.3401
H1 -0.6796 5.3095 -1.5628
H2 0.6196 -3.9600 1.5481
H3 1.9967 -2.8479 1.4838
H4 -1.9238 -1.4745 0.8489
H5 -1.5895 -3.1970 1.1415
H6 -0.0639 -3.1068 -0.7529
H7 0.1807 -0.8879 -2.1690
H8 1.4084 -2.1384 -0.6033
H9 -1.4233 -2.0253 2.4600
H10 0.8535 -2.7721 2.8427
H11 -1.3636 -1.1192 -1.3657

Properties
Total charge: +1
HOMO-LUMO gap (alpha / beta): 7.3 / 7.7 eV

***

(6)
This record from OMol25 describes a structure of composition C36H58BIN3O18PS. The level of theory is the ωB97M-V functional and the def2-TZVPD basis.

CARTESIAN COORDINATES (ANGSTROEM)
I1 -3.8654 0.7411 -3.6678
S1 2.3868 -1.7417 -2.1982
P1 1.1897 -3.9385 -0.8551
O1 5.0838 7.1461 6.5773
O2 -1.9553 -4.6043 1.1911
O3 -7.7527 -2.2720 -0.3286
O4 2.1090 5.3901 1.0267
O5 5.2209 7.9994 8.6390
O6 -0.1963 -4.1754 -7.7257
O7 1.6360 -4.9493 -1.8479
O8 4.7849 0.6894 5.4521
O9 3.6857 0.8164 1.6546
O10 -1.2704 -2.5299 -6.6641
O11 -3.4005 -2.8945 1.0513
O12 1.5045 1.2529 1.6747
O13 -7.3021 -3.5279 -2.1175
O14 1.7927 1.1676 -3.2382
O15 -1.3355 -0.9742 0.9027
O16 2.5417 5.8570 3.1561
O17 -1.8365 -3.8985 -3.6851
O18 2.6307 0.1377 5.3080
N1 0.5024 -1.4090 -0.3888
N2 0.4419 -3.5913 -4.4465
N3 1.2975 1.6724 -1.0701
C1 4.5336 2.6923 2.7966
C2 2.7535 -2.2084 5.4018
C3 3.0265 2.6055 3.0296
C4 -0.8391 -2.9938 -7.6814
C5 -2.4592 -3.7249 0.5395
C6 -0.8832 -2.3793 -9.0689
C7 -8.2689 -2.4709 0.9984
C8 -7.7657 -3.4365 -1.0202
C9 4.0814 -1.6162 5.8782
C10 0.7711 -2.2847 -1.5534
C11 -2.9218 -1.2069 -1.4714
C12 0.9943 1.1425 -2.3225
C13 2.6063 1.5263 2.0634
C14 -1.6325 -2.0878 -1.2969
C15 -0.5316 -2.0787 -2.3977
C16 2.5669 7.6453 1.4807
C17 -0.8654 -1.4469 -0.1115
C18 3.2723 5.6628 6.8295
C19 4.1196 6.4032 5.8036
C20 -3.6023 -1.2519 -2.8605
C21 -0.4255 -0.7831 -3.2543
C22 2.4077 6.2403 2.0279
C23 -9.1267 -3.7285 0.9084
C24 -8.3977 -4.5255 -0.1728
C25 3.2964 6.6322 8.0104
C26 0.2998 -4.4284 -9.0514
C27 1.8095 -1.0205 5.5479
C28 4.6297 7.3399 7.8364
C29 -0.5624 -3.5704 -9.9706
C30 1.8917 7.5443 0.1114
C31 2.1113 6.0759 -0.2393
C32 -5.0172 -1.8300 -2.7387
C33 -2.1421 -3.5121 -0.9194
C34 3.9323 -0.1485 5.5284
C35 4.8693 1.2780 2.3465
C36 -0.4049 0.5784 -2.5301
B1 -0.6272 -3.2415 -3.5271
H1 -8.8301 -1.5861 1.2876
H2 4.2114 -1.6987 6.9583
H3 2.8336 -2.4873 4.3505
H4 -7.4242 -2.5920 1.6798
H5 2.0845 1.1899 -0.6480
H6 1.2313 -4.0513 -4.0078
H7 4.9458 -2.0398 5.3750
H8 -10.1277 -3.4690 0.5618
H9 0.5262 1.5441 -0.4263
H10 0.2196 -5.4931 -9.2529
H11 -1.4552 -4.3017 -1.2084
H12 4.6477 5.7353 5.1292
H13 -2.1546 -3.7612 -4.5889
H14 -5.6114 -1.1711 -2.1044
H15 2.7903 2.2743 4.0405
H16 -0.1197 -1.6015 -9.1224
H17 3.6333 7.8630 1.4016
H18 0.4588 -0.8117 -3.8929
H19 -0.0652 -3.3084 -10.9018
H20 -1.2756 -0.7770 -3.9396
H21 0.7451 -2.8107 -5.0148
H22 5.0552 0.6103 3.1810
H23 2.2912 8.2248 -0.6369
H24 5.7142 1.2358 1.6627
H25 -3.6554 -1.6564 -0.8058
H26 -1.4818 -4.1026 -10.2173
H27 -5.4962 -1.8551 -3.7158
H28 2.2776 5.4229 6.4610
H29 -3.0391 -1.8444 -3.5711
H30 2.0971 8.3667 2.1429
H31 -3.0548 -3.7185 -1.4826
H32 1.3530 -4.1420 -9.0828
H33 -9.2238 -4.2470 1.8596
H34 2.7798 -2.8742 -2.7937
H35 -9.0584 -5.1392 -0.7778
H36 -0.9615 0.5919 -1.5970
H37 2.2014 -3.5785 0.0549
H38 2.4266 -3.0836 5.9582
H39 -0.8929 1.3095 -3.1806
H40 3.2554 6.1376 8.9765
H41 2.5031 7.3787 7.9483
H42 1.0919 -1.5701 0.4222
H43 1.3933 -0.9411 6.5541
H44 0.1338 -4.3948 -0.0517
H45 3.7626 4.7295 7.1103
H46 3.5325 7.1044 5.2118
H47 -2.7901 -0.1974 -1.0937
H48 1.3282 5.6539 -0.8625
H49 -7.5992 -5.1445 0.2391
H50 5.1006 3.0060 3.6699
H51 -1.8594 -1.9431 -9.2591
H52 0.8245 7.7438 0.2137
H53 -4.9576 -2.8267 -2.3057
H54 3.0751 5.9012 -0.7206
H55 -3.0342 -2.4672 1.8398
H56 4.7392 3.3936 1.9851
H57 2.5158 3.5357 2.8088
H58 0.9952 -1.0216 4.8282

Properties
Relative energy (zero: lowest compared OMol25 entry of this formula, charge and spin): 0.428 eV
HOMO-LUMO gap: 9.1 eV

***

(7)
This record from OMol25 describes an isolated molecule of C5H11NO. The level of theory is the ωB97M-V functional and the def2-TZVPD basis.

CARTESIAN COORDINATES (ANGSTROEM)
O1 0.3984 -0.3159 -1.8787
N1 -0.0061 -0.1268 0.3694
C1 0.5346 0.0550 1.7120
C2 -1.5017 -0.2918 0.2875
C3 2.3144 0.0441 -0.6072
C4 0.8086 -0.1471 -0.7349
C5 -2.1241 0.1674 -1.0417
H1 0.2625 1.0371 2.1199
H2 1.6255 -0.0172 1.7266
H3 0.1526 -0.7137 2.3958
H4 -1.9111 0.2800 1.1312
H5 2.5910 1.0552 -0.2922
H6 2.7908 -0.6802 0.0578
H7 -1.7431 -1.3472 0.4807
H8 -2.8006 -0.5800 -1.4701
H9 2.6847 -0.1153 -1.6224
H10 -1.2816 0.2265 -1.7339
H11 -2.6407 1.1299 -0.9786

Properties
Relative energy (zero: lowest compared OMol25 entry of this formula, charge and spin): 0.966 eV
HOMO-LUMO gap: 10.0 eV

***

Which maximum force belongs to each record? In order, 0.0076; 0.0182; 0.0948; 0.0792; 0.0057; 0.0289; 0.0166 Eh/bohr.